A molecular structure, C25H45Cl2GaP. Source: the Open Molecules 2025 dataset; level of theory: ωB97M-V/def2-TZVPD.

Each line ends with the Mulliken charge.
Cartesian coordinates (Å):
Ga: -1.6339 0.4444 2.9560  -0.148
Cl: -3.2649 -0.9118 2.3883  -0.411
P: 0.1807 0.3159 -0.2687  -0.400
C: -1.1305 1.4230 4.2991  -0.870
H: -0.2472 2.0477 4.1844  0.356
H: -1.7733 1.5012 5.1663  0.385
C: 1.5313 -0.6182 -1.1640  0.278
C: 0.3348 2.0979 -0.8427  -0.307
C: 2.9071 -0.0439 -0.7850  -0.923
H: 1.4416 -1.6202 -0.7003  0.542
C: 4.0304 -0.9824 -1.2437  -0.853
H: 3.0407 0.9396 -1.2612  0.162
H: 2.9754 0.1155 0.3008  0.349
C: 3.9283 -1.3269 -2.7339  -0.719
H: 4.9987 -0.5173 -1.0283  0.401
H: 3.9740 -1.9053 -0.6518  0.363
C: 2.5206 -1.7666 -3.1582  -1.002
H: 4.2225 -0.4489 -3.3241  0.315
H: 4.6433 -2.1217 -2.9739  0.392
C: 1.4190 -0.8117 -2.6767  -0.285
H: 2.4669 -1.8569 -4.2496  0.396
H: 2.3165 -2.7626 -2.7412  0.370
H: 1.5236 0.1555 -3.1868  0.129
H: 0.4365 -1.2153 -2.9544  0.034
C: -1.4518 -0.3212 -0.9661  0.816
C: 0.7552 2.4102 -2.2756  -0.646
H: -0.6972 2.4559 -0.6943  0.664
C: 0.5293 3.9058 -2.5374  -0.949
H: 1.8197 2.1712 -2.4188  0.330
H: 0.1848 1.8223 -3.0082  0.167
C: 1.2438 4.8091 -1.5220  -0.739
H: 0.8632 4.1504 -3.5530  0.411
H: -0.5507 4.1056 -2.4967  0.362
C: 1.0512 4.3811 -0.0614  -0.760
H: 2.3178 4.8191 -1.7502  0.286
H: 0.8889 5.8387 -1.6460  0.386
C: 1.2266 2.8703 0.1463  -0.390
H: 1.7581 4.9190 0.5804  0.406
H: 0.0404 4.6574 0.2696  0.313
H: 2.2798 2.5929 -0.0108  0.270
H: 0.9620 2.6078 1.1796  -0.019
C: -1.4964 -1.8538 -0.9554  0.150
H: -2.1541 0.0347 -0.1901  0.274
C: -2.8985 -2.3545 -1.3289  -0.782
H: -0.7617 -2.2568 -1.6688  0.224
H: -1.2275 -2.2324 0.0425  -0.733
C: -3.3970 -1.7585 -2.6494  -0.745
H: -2.8861 -3.4487 -1.3926  0.421
H: -3.5860 -2.0813 -0.5160  0.274
C: -3.2866 -0.2308 -2.6894  -1.012
H: -2.8131 -2.1829 -3.4769  0.282
H: -4.4393 -2.0535 -2.8150  0.380
C: -1.8923 0.2777 -2.3020  -0.458
H: -3.5393 0.1380 -3.6905  0.414
H: -4.0146 0.2026 -1.9898  0.395
H: -1.1738 0.0077 -3.0910  0.092
H: -1.9148 1.3754 -2.2452  0.147
C: -0.0434 -0.9380 3.0994  -0.012
C: -0.4645 -0.3710 4.2910  0.675
H: 0.7117 -0.4037 2.5033  0.396
C: -1.3561 -1.1934 5.2953  -1.148
H: 0.3920 0.0150 4.8585  0.456
C: -1.1181 -2.7001 5.2031  -0.888
H: -1.1472 -0.8265 6.3084  0.312
H: -2.4121 -0.9678 5.0827  0.391
C: -1.0618 -3.1788 3.7526  -0.658
H: -0.1724 -2.9403 5.7039  0.347
H: -1.9095 -3.2258 5.7504  0.406
C: 0.0142 -2.4327 2.9351  -0.570
H: -0.8599 -4.2596 3.7296  0.405
H: -2.0400 -3.0102 3.2913  0.192
H: 1.0047 -2.7869 3.2798  0.385
H: -0.0605 -2.7104 1.8723  -0.004
Cl: -2.0594 2.0207 1.4161  -0.467

As for the total charge: -1. For the HOMO-LUMO gap, the calculation gives 5.699 eV.

***

A molecular structure, C5H12O. Source: the Open Molecules 2025 dataset; level of theory: ωB97M-V/def2-TZVPD.

Each line ends with the Mulliken charge.
Cartesian coordinates (Å):
C: 1.6825 -0.8116 -0.5101  -1.157
C: 0.1713 0.0032 1.0042  -0.261
C: -0.0069 -1.3236 1.6815  -1.170
C: -0.9152 0.3133 0.0224  -0.563
C: -0.6604 1.5422 -0.8334  -0.404
O: -1.8728 1.8492 -1.5014  -0.510
H: 2.1925 -0.1698 -1.2317  0.333
H: 0.8563 -1.3543 -0.9749  0.300
H: 2.3631 -1.4944 0.0028  0.350
H: 1.3778 -0.0226 0.3262  0.441
H: -0.3493 -2.1693 1.0536  0.327
H: -0.7995 -1.1176 2.4180  0.383
H: 0.8814 -1.6301 2.2484  0.360
H: -1.2628 -0.5191 -0.6188  0.363
H: -1.7586 0.5565 0.6887  0.334
H: 0.1485 1.3450 -1.5596  0.247
H: -0.3291 2.3649 -0.1811  0.317
H: -1.7189 2.6382 -2.0351  0.309

As for the total charge: 0. For the HOMO-LUMO gap, the calculation gives 8.798 eV.

***

A single C3N3O2P molecule. Source: the Open Molecules 2025 dataset; level of theory: ωB97M-V/def2-TZVPD.

Each line ends with the Mulliken charge.
Cartesian coordinates (Å):
C: 1.3921 -0.1219 -0.7677  0.615
C: -1.2478 -0.6916 -0.2439  0.246
C: -0.0168 0.2801 1.5370  0.300
N: 1.7371 -0.5197 0.2886  -0.234
N: -1.1260 -1.6398 -0.9300  -0.381
N: 0.9889 -0.3965 1.3749  -0.110
O: -2.0339 1.9195 0.3719  -0.598
O: 1.1883 0.1113 -1.8759  -0.326
P: -0.8820 1.0587 0.2451  0.488

As for the total charge: 0. For the HOMO-LUMO gap (alpha / beta), the calculation gives 7.676 / 7.681 eV.

***

A single C4H6O2 molecule. Source: the Open Molecules 2025 dataset; level of theory: ωB97M-V/def2-TZVPD.

Each line ends with the Mulliken charge.
Cartesian coordinates (Å):
C: -1.6336 1.0449 0.9033  -0.571
O: -1.0500 1.4254 -0.2076  -0.276
C: -0.0686 0.7914 -0.7806  -0.475
C: 0.7245 -0.1449 0.0143  0.129
C: 1.0658 -1.5263 -0.3640  -0.280
O: 1.9941 -0.4659 -0.5283  -0.440
H: -2.3629 1.7351 1.2956  0.262
H: -1.6158 -0.0019 1.1699  0.331
H: 0.2753 1.2227 -1.7098  0.427
H: 0.6938 0.1036 1.0912  0.430
H: 0.6524 -1.9287 -1.2879  0.225
H: 1.3251 -2.2554 0.4039  0.239

As for the total charge: 0. For the HOMO-LUMO gap (alpha / beta), the calculation gives 8.215 / 8.023 eV.

***

The calculation returns the following energy relative to the best compared isomer or geometry (same formula, charge and spin) values, one per record and in order: 0.00, 421.02, 314.69, 494.64 kJ/mol.